The following is a DFT calculation (the ωB97M-V functional and the def2-TZVPD basis) of 2 unconnected molecules or ions with the total composition C4H14N2O.

Positions of all 21 atoms, in Å:
C1 1.714 -1.073 1.201
C2 0.533 -0.485 0.377
N1 0.200 -1.382 -0.739
C3 -0.639 -0.023 1.238
C4 -1.522 0.777 0.260
N2 -0.626 1.885 -0.126
H1 1.907 -0.419 2.057
H2 1.506 -2.073 1.588
H3 2.701 -0.991 0.611
H4 0.901 0.549 0.160
H5 1.075 -1.466 -1.315
H6 -0.007 -2.413 -0.486
H7 -0.266 0.660 2.010
H8 -1.033 -0.938 1.535
H9 -2.112 0.261 -0.528
H10 -2.396 1.394 0.700
H11 -1.057 2.698 0.217
H12 -0.257 2.004 -1.143
O1 0.127 0.511 -2.699
H13 -0.040 0.073 -1.872
H14 -0.707 0.450 -3.046

## Properties
E_HOMO in Eh: -0.33028
Structure (SMILES): C[C@@H](N)CCN.O
Orbital gap in Eh: 0.367


The following is a DFT calculation (the ωB97M-V functional and the def2-TZVPD basis) of 2 unconnected molecules or ions with the total composition C3H7N2S2.

Positions of all 14 atoms, in Å:
C1 -0.018 -0.946 -0.706
C2 0.127 2.222 -0.178
C3 -0.655 -0.411 1.488
N1 1.411 -0.624 -0.723
N2 -0.699 -0.104 0.275
S1 -1.463 2.570 0.054
S2 1.559 1.881 -0.442
H1 -0.082 -2.015 -0.461
H2 -0.498 -0.651 -1.666
H3 -1.312 0.080 2.119
H4 -0.168 -1.475 1.811
H5 -1.812 1.291 -0.107
H6 1.703 -0.924 -1.643
H7 1.905 -0.895 0.179

## Properties
E_HOMO in Eh: -0.50210
Orbital gap in Eh: 0.319
Total charge: +1


The following is a DFT calculation (the ωB97M-V functional and the def2-TZVPD basis) of 2 unconnected molecules or ions with the total composition C4H12.

Positions of all 16 atoms, in Å:
C1 1.445 1.029 1.284
C2 1.476 2.261 0.371
H1 1.413 0.152 0.636
H2 2.267 1.034 1.986
H3 0.451 1.029 1.728
H4 0.503 2.714 0.184
H5 1.900 2.089 -0.619
H6 2.151 3.058 0.703
C3 -1.768 -1.275 -1.326
C4 -1.140 -2.071 -0.130
H7 -2.395 -0.424 -1.073
H8 -0.984 -0.947 -2.006
H9 -2.436 -1.924 -1.899
H10 -1.477 -1.524 0.741
H11 -1.343 -3.125 -0.299
H12 -0.063 -2.078 -0.282

## Properties
E_HOMO in Eh: -0.42428
Structure (SMILES): CC.CC
Orbital gap in Eh: 0.465


The following is a DFT calculation (the ωB97M-V functional and the def2-TZVPD basis) of C2Cl3F in the gas phase.

Positions of all 6 atoms, in Å:
F1 0.704 -0.336 1.710
C1 0.263 -0.537 0.499
Cl1 0.127 -2.139 -0.062
C2 -0.179 0.555 -0.397
Cl2 -0.822 0.323 -1.995
Cl3 -0.093 2.134 0.245

## Properties
E_HOMO in Eh: -0.33069
Structure (SMILES): FC(Cl)=C(Cl)Cl
Orbital gap in Eh: 0.355


The following is a DFT calculation (the ωB97M-V functional and the def2-TZVPD basis) of CH3F3N2O in the gas phase.

Positions of all 10 atoms, in Å:
C1 1.676 -0.035 0.035
O1 0.340 -0.666 0.211
N1 -0.561 0.284 -0.212
F1 -0.768 1.194 0.986
N2 -1.752 -0.364 -0.567
F2 -2.260 -1.098 0.489
F3 -2.729 0.535 -0.936
H1 1.632 0.953 -0.431
H2 2.333 -0.842 -0.549
H3 2.089 0.039 0.975

## Properties
E_HOMO in Eh: -0.41733
Structure (SMILES): CON(F)N(F)F
Orbital gap in Eh: 0.444


The following is a DFT calculation (the ωB97M-V functional and the def2-TZVPD basis) of C5H8N2 in the gas phase.

Positions of all 15 atoms, in Å:
N1 2.258 -0.226 -0.509
C1 0.902 -0.367 0.022
C2 0.753 0.396 1.288
N2 0.919 1.015 2.252
C3 -0.174 0.095 -0.950
C4 -1.511 0.650 -0.556
C5 -1.700 -0.413 0.409
H1 2.887 -0.608 0.198
H2 2.492 0.755 -0.612
H3 0.786 -1.427 0.270
H4 0.038 -0.103 -2.023
H5 -1.558 1.663 -0.167
H6 -2.197 0.490 -1.388
H7 -1.874 -1.440 0.139
H8 -1.768 -0.159 1.476

## Properties
E_HOMO (alpha / beta) in Eh: -0.30475 / -0.30140
Orbital gap (alpha / beta) in Eh: 0.310 / 0.303


The energy above the lowest of the compared OMol25 structures with the same formula, charge and spin results, record by record, are as follows: 56.6 90.2 15.2 14.2 130.5 100.0 kcal per mole.